{
  "formula": "C5H16N6O",
  "method": "ωB97M-V/def2-TZVPD",
  "elements": ["C", "C", "C", "C", "C", "H", "H", "H", "H", "H", "H", "H", "H", "H", "H", "H", "H", "H", "H", "H", "H", "N", "N", "N", "N", "N", "N", "O"],
  "coordinates": [[1.469, 0.177, 1.999], [-0.437, 0.817, -2.513], [-0.683, 0.413, -1.069], [-0.880, 1.599, -0.090], [-2.130, 0.108, -0.725], [0.078, -2.460, 1.831], [-0.581, -1.121, 1.162], [0.305, -0.305, 3.519], [1.069, 1.718, 3.101], [2.793, 0.241, 0.595], [2.308, -2.133, 1.704], [1.619, -2.177, 0.222], [-1.119, -0.988, -3.167], [-0.707, -0.011, -4.366], [0.519, 1.341, -2.577], [-1.209, 1.571, -2.748], [0.001, -0.349, -0.692], [-0.921, 2.545, -0.619], [-0.206, 1.690, 0.763], [-2.334, -0.875, -0.278], [-2.815, 0.320, -1.550], [-0.298, -1.532, 2.050], [0.685, -0.729, 2.668], [1.693, 1.394, 2.344], [2.015, -0.344, 0.849], [2.354, -1.724, 0.766], [-0.413, -0.315, -3.446], [-2.173, 1.129, 0.267]],
  "forces_ev_per_angstrom": [[-0.334, 0.403, -0.096], [0.142, 0.261, 0.190], [0.250, 0.209, -0.170], [0.782, -0.260, -0.339], [-0.379, -0.474, 0.105], [-0.091, 0.500, 0.268], [-0.110, 0.069, 0.238], [0.123, -0.380, -0.488], [0.442, -0.406, -0.483], [0.181, 0.037, -0.411], [0.217, 0.182, -0.271], [0.285, 0.057, 0.041], [-0.021, -0.105, 0.046], [0.188, 0.055, -0.084], [0.087, -0.008, -0.012], [0.083, -0.203, -0.079], [0.211, 0.164, -0.302], [-0.046, 0.394, -0.070], [-0.051, -0.043, -0.122], [-0.157, 0.101, -0.222], [-0.196, -0.158, 0.003], [0.047, -0.400, -0.655], [-0.848, 0.028, 1.881], [-0.121, -0.302, 0.183], [0.650, 0.195, -0.203], [-0.315, -0.048, 0.209], [-0.319, 0.018, 0.289], [-0.702, 0.115, 0.554]],
  "nbo_charge": [0.542, -0.210, -0.283, -0.055, -0.064, 0.341, 0.346, 0.376, 0.343, 0.391, 0.348, 0.340, 0.345, 0.358, 0.192, 0.164, 0.209, 0.164, 0.198, 0.168, 0.168, -0.634, -0.498, -0.771, -0.481, -0.636, -0.826, -0.537],
  "lumo_ha": 0.027,
  "homo_lumo_gap_ev": 9.81,
  "multiplicity": 1,
  "de_lowest_kj_mol": 169.7,
  "e_homo_ev": -9.1
}

=====

{
  "formula": "C5H16NO",
  "method": "ωB97M-V/def2-TZVPD",
  "elements": ["C", "C", "C", "C", "C", "N", "H", "H", "H", "H", "H", "H", "H", "H", "H", "H", "H", "H", "H", "H", "H", "H", "O"],
  "coordinates": [[0.279, 0.789, 0.493], [0.672, -0.176, -0.618], [1.559, 0.658, -1.604], [-0.569, -0.723, -1.317], [-0.186, -1.929, -2.210], [-0.602, 0.144, 1.547], [1.106, 1.263, 1.014], [-0.330, 1.548, -0.001], [1.338, -0.946, -0.250], [1.650, 1.694, -1.281], [1.091, 0.742, -2.590], [2.515, 0.169, -1.717], [-0.962, 0.035, -1.997], [-1.312, -1.132, -0.627], [0.419, -2.677, -1.698], [0.358, -1.586, -3.090], [-1.076, -2.444, -2.541], [-0.247, 0.276, 2.499], [-0.636, -0.878, 1.492], [-1.534, 0.548, 1.528], [-1.201, 2.301, 4.132], [-1.069, 0.975, 4.851], [-1.262, 1.350, 3.984]],
  "forces_ev_per_angstrom": [[-0.264, -0.153, -0.403], [0.349, 1.238, -0.373], [-0.853, -0.214, -0.084], [0.939, -1.500, -0.544], [0.021, 0.353, 0.020], [0.552, -0.416, 0.514], [0.096, -0.088, -0.087], [0.019, 0.179, 0.364], [-0.240, -0.514, 0.367], [0.406, -0.032, 0.190], [0.051, -0.269, 0.075], [0.336, 0.262, -0.080], [-0.436, 0.142, 0.462], [-0.220, 0.506, 0.078], [0.092, 0.146, 0.169], [0.061, -0.113, -0.022], [-0.279, -0.052, -0.247], [-0.211, 0.729, 0.013], [-0.308, 0.121, -0.659], [-0.191, -0.295, 0.178], [-0.065, 0.088, -0.055], [-0.122, -0.076, 0.077], [0.267, -0.041, 0.047]],
  "nbo_charge": [-0.215, -0.246, -0.608, -0.411, -0.603, -0.685, 0.232, 0.223, 0.216, 0.214, 0.225, 0.236, 0.224, 0.184, 0.208, 0.217, 0.226, 0.465, 0.436, 0.451, 0.496, 0.495, -0.980],
  "charge": 1,
  "lumo_ha": -0.119,
  "homo_lumo_gap_ev": 11.95,
  "multiplicity": 1,
  "de_lowest_kj_mol": 58.3,
  "e_homo_ev": -15.2
}

=====

{
  "formula": "C5H16NO",
  "method": "ωB97M-V/def2-TZVPD",
  "elements": ["C", "C", "C", "C", "C", "N", "H", "H", "H", "H", "H", "H", "H", "H", "H", "H", "H", "H", "H", "H", "H", "H", "O"],
  "coordinates": [[-1.324, -0.083, -1.174], [-0.633, -0.871, -0.087], [0.859, -0.683, 0.172], [1.664, -1.064, -1.093], [1.243, -1.497, 1.377], [-1.158, 1.405, -0.878], [-0.958, -0.251, -2.182], [-2.393, -0.277, -1.120], [-1.225, -0.823, 0.837], [-0.818, -1.930, -0.322], [1.039, 0.379, 0.350], [2.679, -0.912, -0.903], [1.581, -2.128, -1.265], [1.271, -0.481, -1.921], [0.641, -1.160, 2.230], [2.293, -1.549, 1.638], [0.822, -2.498, 1.251], [-1.969, 1.942, -1.196], [-0.383, 1.860, -1.358], [-1.128, 1.509, 0.134], [0.062, 2.975, 2.032], [-1.432, 3.303, 1.976], [-0.731, 2.835, 1.502]],
  "forces_ev_per_angstrom": [[0.207, 0.480, 0.221], [-0.506, -1.322, 0.254], [0.159, 0.151, -1.093], [-1.860, -0.120, 0.947], [-1.328, -0.401, 0.690], [-1.063, -0.171, -0.785], [-0.004, -0.118, 0.018], [-0.012, -0.006, -0.227], [0.154, 0.629, 0.086], [0.261, 0.090, -0.315], [0.153, 0.233, 0.237], [1.720, 0.685, -0.043], [-0.356, -0.297, -0.338], [0.460, -0.136, -0.407], [0.502, 0.281, 0.160], [0.096, 0.124, -0.129], [0.541, -0.273, -0.222], [-0.080, -0.179, 0.045], [0.441, -0.268, 0.467], [0.574, 0.691, 0.432], [-0.021, -0.042, -0.037], [0.136, -0.067, -0.054], [-0.175, 0.035, 0.095]],
  "nbo_charge": [-0.212, -0.443, -0.211, -0.599, -0.609, -0.691, 0.229, 0.232, 0.224, 0.246, 0.174, 0.227, 0.219, 0.185, 0.212, 0.235, 0.213, 0.434, 0.441, 0.472, 0.502, 0.499, -0.982],
  "charge": 1,
  "lumo_ha": -0.121,
  "homo_lumo_gap_ev": 11.51,
  "multiplicity": 1,
  "de_lowest_kj_mol": 46.4,
  "e_homo_ev": -14.8
}

=====

{
  "formula": "C5H16NS",
  "method": "ωB97M-V/def2-TZVPD",
  "elements": ["C", "S", "C", "H", "H", "H", "H", "H", "H", "C", "C", "N", "C", "H", "H", "H", "H", "H", "H", "H", "H", "H", "H"],
  "coordinates": [[-1.312, 1.841, 2.898], [0.247, 2.637, 2.314], [0.599, 1.804, 0.724], [-1.136, 1.204, 3.837], [-1.665, 1.165, 2.086], [-2.051, 2.655, 3.152], [1.060, 2.524, -0.040], [1.303, 1.004, 0.931], [-0.336, 1.458, 0.322], [-1.070, -1.894, 0.042], [0.188, -1.949, -0.865], [0.384, -0.563, -1.413], [1.470, -0.420, -2.419], [-1.916, -1.638, -0.582], [-1.270, -2.816, 0.630], [-0.867, -1.058, 0.811], [1.076, -2.154, -0.299], [0.121, -2.563, -1.772], [0.570, 0.051, -0.624], [-0.479, -0.183, -1.759], [2.365, -0.895, -2.006], [1.611, 0.660, -2.605], [1.108, -0.870, -3.362]],
  "forces_ev_per_angstrom": [[-0.031, -0.506, 0.749], [-0.195, 0.128, -0.016], [0.638, 1.373, -0.262], [-0.128, 0.982, -1.425], [-0.093, 0.633, 0.658], [0.746, -1.033, -0.489], [-0.620, -0.856, 1.295], [0.149, -0.361, -0.177], [-0.509, -0.217, -0.205], [1.267, 0.714, 0.898], [-1.134, 0.267, -0.210], [0.528, 0.156, 0.598], [-0.347, 0.387, -0.618], [-0.408, -0.005, 0.163], [0.257, 0.542, -0.676], [-0.561, -1.222, -1.068], [0.463, -0.367, 0.119], [-0.104, -0.290, 0.600], [0.316, 0.139, 0.284], [-0.724, -0.057, -0.572], [-0.180, 0.158, -0.375], [0.168, -0.559, 0.168], [0.500, -0.007, 0.561]],
  "nbo_charge": [-0.743, 0.216, -0.791, 0.237, 0.204, 0.249, 0.250, 0.202, 0.193, -0.633, -0.211, -0.507, -0.423, 0.223, 0.270, 0.215, 0.224, 0.226, 0.449, 0.425, 0.241, 0.243, 0.240],
  "charge": 1,
  "lumo_ha": -0.117,
  "homo_lumo_gap_ev": 8.45,
  "multiplicity": 1,
  "de_lowest_kj_mol": 132.4,
  "e_homo_ev": -11.6
}

=====

{
  "formula": "C5H16O2",
  "method": "ωB97M-V/def2-TZVPD",
  "elements": ["C", "C", "C", "C", "C", "H", "H", "H", "H", "H", "H", "H", "H", "H", "H", "H", "H", "O", "H", "H", "O", "H", "H"],
  "coordinates": [[-0.351, -1.198, 2.136], [-0.764, -0.437, 0.897], [0.037, -0.793, -0.378], [-0.590, -0.072, -1.580], [-1.632, -0.906, -2.357], [-0.644, -2.245, 2.090], [-0.826, -0.742, 2.993], [0.724, -1.167, 2.349], [-0.590, 0.616, 1.055], [-1.811, -0.676, 0.728], [1.052, -0.406, -0.265], [-0.065, -1.870, -0.514], [-1.069, 0.851, -1.262], [0.173, 0.269, -2.283], [-1.320, -0.966, -3.402], [-1.780, -1.933, -2.012], [-2.604, -0.407, -2.315], [1.680, 3.221, -0.430], [1.134, 3.988, -0.197], [1.011, 2.714, -0.912], [2.990, 0.937, 2.104], [2.859, -0.018, 2.135], [2.384, 1.241, 1.419]],
  "forces_ev_per_angstrom": [[0.390, -0.022, 0.289], [0.864, -0.727, -0.481], [-1.144, 0.812, 0.329], [0.015, -0.399, -0.374], [-0.083, 0.435, -0.235], [-0.030, -0.090, -0.023], [-0.218, -0.067, 0.368], [-0.058, 0.043, -0.236], [-0.451, 0.521, 0.162], [-0.248, 0.455, -0.153], [0.200, -0.659, 0.130], [0.737, -0.035, -0.154], [-0.087, 0.148, 0.315], [0.161, -0.237, 0.018], [-0.251, -0.078, 0.003], [0.216, 0.131, 0.226], [0.016, -0.194, -0.165], [-0.945, 0.148, -0.075], [0.536, 0.035, 0.208], [0.373, -0.305, -0.106], [-0.096, -0.224, -0.008], [0.048, 0.144, 0.011], [0.053, 0.166, -0.049]],
  "nbo_charge": [-0.601, -0.390, -0.393, -0.402, -0.616, 0.202, 0.212, 0.191, 0.191, 0.197, 0.195, 0.200, 0.189, 0.198, 0.212, 0.205, 0.208, -0.931, 0.468, 0.464, -0.936, 0.463, 0.475],
  "lumo_ha": 0.023,
  "homo_lumo_gap_ev": 11.71,
  "multiplicity": 1,
  "smiles": "CCCCC.O.O",
  "de_lowest_kj_mol": 56.5,
  "e_homo_ev": -11.1
}

=====

{
  "formula": "C5H16O2",
  "method": "ωB97M-V/def2-TZVPD",
  "elements": ["C", "C", "C", "C", "C", "H", "H", "H", "H", "H", "H", "H", "H", "H", "H", "H", "H", "O", "H", "H", "O", "H", "H"],
  "coordinates": [[-1.691, 0.733, -1.169], [-0.142, 0.433, -1.129], [0.097, -0.582, -0.007], [-0.250, -0.200, 1.432], [0.543, -0.979, 2.506], [-1.898, 0.407, -2.152], [-1.907, 1.750, -1.309], [-2.146, 0.121, -0.396], [0.259, 1.464, -1.111], [0.433, 0.100, -2.093], [-0.569, -1.571, -0.309], [1.074, -1.044, -0.022], [0.059, 0.902, 1.567], [-1.263, -0.084, 1.643], [0.318, -0.675, 3.495], [0.192, -2.088, 2.360], [1.542, -1.125, 2.117], [-2.115, -4.493, -3.391], [-1.949, -5.248, -2.923], [-2.725, -3.824, -3.188], [3.946, 5.532, 1.615], [4.036, 4.567, 1.728], [4.157, 5.904, 0.738]],
  "forces_ev_per_angstrom": [[2.259, -1.920, -1.338], [0.512, 0.869, -0.748], [-1.480, -2.538, -0.637], [2.857, 2.811, 0.296], [-1.965, -3.245, -3.108], [-1.261, -1.121, -0.962], [-0.428, 1.548, 1.066], [-0.627, 0.592, -0.159], [0.702, -0.559, 1.267], [-1.843, -0.035, 1.357], [1.267, 2.314, 0.628], [0.604, 0.337, -0.059], [-0.047, -1.223, -0.347], [-1.955, -0.588, 0.255], [0.471, 0.338, 0.884], [0.240, 1.633, 0.764], [0.695, 0.782, 0.838], [1.566, 1.884, -3.806], [-0.328, -2.226, 2.473], [-1.234, 0.349, 1.337], [-0.138, 0.273, 0.350], [0.162, 0.905, -0.948], [-0.025, -1.179, 0.597]],
  "nbo_charge": [-0.631, -0.407, -0.394, -0.404, -0.604, 0.214, 0.212, 0.212, 0.204, 0.204, 0.181, 0.207, 0.183, 0.202, 0.221, 0.187, 0.212, -0.976, 0.486, 0.491, -0.969, 0.485, 0.484],
  "lumo_ha": 0.029,
  "homo_lumo_gap_ev": 11.13,
  "multiplicity": 1,
  "smiles": "CCCCC.O.O",
  "de_lowest_kj_mol": 249.5,
  "e_homo_ev": -10.3
}

=====

{
  "formula": "C5H17N2O",
  "method": "ωB97M-V/def2-TZVPD",
  "elements": ["C", "C", "C", "C", "C", "N", "N", "H", "H", "H", "H", "H", "H", "H", "H", "H", "H", "H", "H", "H", "H", "H", "H", "H", "O"],
  "coordinates": [[1.659, -1.139, -1.102], [0.545, -0.612, -0.220], [-0.752, -1.413, -0.593], [-1.951, -1.094, 0.285], [-2.287, 0.217, 1.013], [-1.138, 0.703, 1.839], [0.439, 0.872, -0.452], [1.586, -0.839, -2.156], [2.616, -0.676, -0.822], [1.861, -2.201, -1.118], [0.755, -0.803, 0.825], [-0.949, -0.908, -1.561], [-0.441, -2.405, -0.885], [-2.804, -1.314, -0.364], [-1.910, -1.766, 1.160], [-3.205, 0.261, 1.572], [-2.307, 0.974, 0.213], [-0.950, 0.031, 2.579], [-1.491, 1.483, 2.391], [0.325, 1.002, -1.461], [-0.461, 1.141, -0.063], [1.289, 1.371, -0.179], [3.085, 2.756, -0.981], [3.406, 2.339, 0.447], [3.078, 2.019, -0.370]],
  "forces_ev_per_angstrom": [[1.782, 1.118, -0.381], [0.241, -2.369, -0.392], [1.104, 4.678, -1.011], [-1.222, -1.983, 1.643], [2.659, 1.513, -1.744], [-0.755, -0.223, 0.737], [-1.115, -1.474, -1.354], [-0.586, -0.057, 0.074], [-0.123, -0.121, 0.165], [-0.490, -0.268, 0.420], [0.261, 0.469, 0.179], [-0.309, -0.569, -0.140], [-0.578, -0.507, 0.748], [-0.270, -0.332, 0.622], [-0.359, -0.569, -0.590], [-0.531, -0.653, -0.176], [-0.846, 0.258, 0.143], [0.167, -0.299, -0.142], [0.166, 0.224, -0.252], [0.302, -0.006, -0.061], [0.457, 0.735, 1.005], [0.160, 0.377, 0.431], [0.215, 0.341, -0.176], [0.675, 0.582, 1.230], [-1.005, -0.867, -0.979]],
  "nbo_charge": [-0.653, -0.046, -0.394, -0.436, -0.209, -0.884, -0.701, 0.215, 0.236, 0.251, 0.227, 0.183, 0.261, 0.238, 0.210, 0.224, 0.154, 0.366, 0.377, 0.413, 0.463, 0.474, 0.493, 0.494, -0.956],
  "charge": 1,
  "lumo_ha": -0.103,
  "homo_lumo_gap_ev": 11.07,
  "multiplicity": 1,
  "de_lowest_kj_mol": 95.6,
  "e_homo_ev": -13.9
}

=====

{
  "formula": "C5H17N2O2",
  "method": "ωB97M-V/def2-TZVPD",
  "elements": ["C", "C", "C", "C", "C", "N", "N", "H", "H", "H", "H", "H", "H", "H", "H", "H", "H", "H", "H", "H", "H", "H", "O", "H", "H", "O"],
  "coordinates": [[1.428, 2.076, 1.327], [0.317, 1.060, 0.980], [0.130, 1.181, -0.548], [-0.657, 0.033, -1.219], [-1.986, 0.057, -1.026], [-2.794, -1.046, -1.261], [0.887, -0.350, 1.165], [1.412, 2.907, 0.605], [2.401, 1.658, 1.558], [1.076, 2.627, 2.189], [-0.628, 1.119, 1.498], [1.066, 1.175, -1.121], [-0.443, 2.107, -0.741], [-0.132, -0.803, -1.661], [-2.548, 0.846, -0.527], [-2.367, -1.920, -1.515], [-3.632, -1.145, -0.712], [0.620, -1.035, 0.451], [0.462, -0.647, 2.049], [1.897, -0.459, 1.040], [-0.839, -2.015, 2.990], [-0.623, -3.174, 2.043], [-0.154, -2.414, 2.457], [2.400, -0.522, -3.096], [1.189, -0.349, -3.806], [1.519, -0.967, -3.120]],
  "forces_ev_per_angstrom": [[-1.822, 1.057, 1.018], [2.741, -0.364, -3.183], [-1.439, -0.691, -1.687], [-0.572, 1.561, 1.630], [-0.232, -2.169, 0.437], [-0.289, 0.413, -0.177], [-0.534, 0.267, 0.122], [0.565, -0.747, -0.242], [0.070, 0.038, -0.332], [0.328, -0.039, 0.794], [-0.012, -0.015, 0.304], [0.246, 0.657, 0.732], [0.637, -0.161, 0.054], [-0.097, 0.036, -0.082], [0.434, 0.240, -0.260], [0.088, 0.061, -0.039], [-0.026, 0.139, -0.245], [-1.261, 0.324, 0.005], [1.251, -0.933, -0.269], [0.108, 0.731, 1.125], [-0.380, -0.008, 0.540], [0.601, 0.580, 0.355], [-0.618, -0.951, -0.508], [-0.369, -1.086, 0.527], [-0.756, -0.790, 0.255], [1.337, 1.849, -0.875]],
  "nbo_charge": [-0.645, -0.043, -0.445, -0.398, 0.050, -0.803, -0.696, 0.249, 0.227, 0.237, 0.223, 0.224, 0.238, 0.235, 0.196, 0.384, 0.391, 0.448, 0.465, 0.437, 0.480, 0.502, -0.967, 0.469, 0.477, -0.937],
  "charge": 1,
  "lumo_ha": -0.112,
  "homo_lumo_gap_ev": 8.32,
  "multiplicity": 1,
  "de_lowest_kj_mol": 205.7,
  "e_homo_ev": -11.4
}